The following is a DFT calculation (ωB97M-V with the def2-TZVPD basis set) of a cluster of 9 separate species, C41H105ClN7O18 in total in a non-equilibrium geometry.

electronic energy = -104008.9352 eV
Kohn-Sham gap = 7.44 eV
spin multiplicity = 1
charge = -1
energy above the lowest of the compared OMol25 structures with the same formula, charge and spin = 4.583 eV
F_max = 3.47 eV Å⁻¹

Geometry (Å):
Cl 1.675 1.705 0.966
O 0.590 -1.205 9.037
O -0.084 7.181 -0.202
O 6.720 8.330 -2.557
O 1.833 4.063 -3.817
O -3.959 -5.469 -1.896
O 6.985 -3.455 1.808
O -4.618 1.923 5.622
O 2.827 1.912 0.099
O -8.647 -0.473 5.181
O -3.986 4.970 -8.332
O 2.039 1.256 2.246
O 6.369 5.499 0.702
O -4.738 1.385 -4.891
O 1.097 2.985 1.158
O 2.033 -4.582 -3.244
O -4.821 -9.887 0.270
O 0.673 0.865 0.310
O 4.496 -7.528 2.798
N -3.565 1.995 -7.564
N -6.233 0.450 3.646
N 0.716 -2.343 5.557
N 7.429 5.414 -2.081
N -4.151 -8.539 -2.187
N -0.556 5.411 -2.404
N 4.301 -4.683 2.255
C -7.174 -0.605 3.176
C 6.607 9.634 -3.141
C -4.068 0.389 -5.729
C -4.217 0.752 -7.184
C -0.502 5.006 -3.878
C -3.807 -6.272 -3.007
C -3.122 -7.619 -2.795
C -2.732 -4.920 -1.316
C 0.237 -1.182 7.679
C 6.147 5.706 2.108
C 3.309 -6.812 2.620
C -4.399 -10.630 -0.920
C -3.971 2.487 -8.886
C -7.712 -1.341 4.386
C -3.298 6.199 -8.507
C -9.169 -1.093 6.347
C -4.894 0.007 4.079
C 0.447 3.875 -4.259
C -3.336 3.896 -9.078
C 2.109 -3.262 -3.715
C 4.654 -3.653 1.257
C 2.724 3.072 -4.340
C -1.482 6.532 -2.149
C 4.462 -8.452 3.844
C -4.086 1.266 4.463
C 5.776 -2.705 1.702
C 8.239 6.652 -1.901
C -4.669 1.245 -3.535
C -3.470 -9.737 -1.689
C -5.978 -10.514 0.957
C 0.053 7.500 1.205
C 7.746 4.418 -1.067
C 0.266 -0.038 9.782
C -3.798 2.865 6.230
C 7.976 7.699 -2.962
C 7.641 4.869 0.410
C 8.130 -2.650 2.105
C 0.954 -2.350 6.985
C -1.364 6.943 -0.626
C 2.513 -2.125 7.085
C 3.429 -5.696 1.546
H -8.346 -1.404 6.991
H -5.284 -10.928 -1.483
H -3.022 0.271 -5.447
H 8.455 5.538 0.691
H 9.052 -3.227 2.046
H 0.494 -0.210 7.257
H -4.530 -0.594 -5.634
H -3.027 1.023 4.546
H -4.795 -6.470 -3.422
H 5.159 -5.117 2.563
H -2.203 -7.517 -2.216
H -6.659 -1.278 2.490
H -4.081 1.957 3.620
H -3.115 -10.337 -2.526
H -3.158 3.373 5.508
H 3.664 3.008 -3.792
H -3.782 -0.045 -7.788
H 7.867 7.292 -3.967
H -1.506 4.682 -4.149
H 9.283 6.347 -1.972
H 5.484 -8.831 3.866
H -3.166 2.443 7.011
H -0.279 5.925 -4.421
H -5.234 0.894 -7.549
H -2.873 -4.247 -0.470
H 2.918 -2.007 8.090
H -5.381 0.545 -3.099
H 2.911 3.351 -5.377
H -9.766 -1.965 6.078
H -2.830 -8.028 -3.762
H -6.812 -10.772 0.305
H -5.020 2.409 -9.170
H -6.872 -1.709 4.976
H -4.344 3.651 6.751
H -4.862 2.185 -3.017
H 4.249 -8.008 4.816
H -3.901 6.995 -8.069
H 2.624 -7.562 2.225
H 8.023 7.090 -0.926
H 0.834 0.854 9.519
H 8.271 -1.816 1.417
H -5.613 -11.389 1.495
H 6.694 6.601 2.407
H 8.744 8.472 -2.917
H 7.685 4.037 1.111
H 5.074 5.869 2.215
H 1.466 -3.122 -4.584
H -6.344 -9.791 1.686
H -0.798 0.188 9.706
H -6.538 0.898 4.499
H 2.080 -5.180 -3.993
H 7.090 3.552 -1.162
H 2.186 2.132 -4.466
H -0.542 8.370 1.482
H 3.768 -3.034 1.116
H -3.801 -11.470 -0.567
H 2.964 -3.067 6.771
H 2.907 -6.413 3.552
H -4.597 -8.096 -1.397
H 5.571 -2.165 2.626
H -2.473 6.117 -2.332
H -2.289 -4.331 -2.119
H 8.788 4.112 -1.161
H 5.914 -1.900 0.979
H -2.388 6.245 -7.909
H 3.908 -6.089 0.649
H 6.435 4.885 2.764
H 0.646 -3.307 7.407
H -8.208 -2.252 4.049
H -2.283 3.899 -8.795
H 6.874 9.546 -4.194
H -8.009 -0.154 2.640
H -0.957 4.623 -1.916
H 2.817 -1.262 6.492
H 7.689 5.100 -3.005
H 0.428 3.877 -5.349
H -2.036 7.799 -0.584
H 3.129 -3.048 -4.034
H 0.644 -0.293 10.772
H -0.303 6.761 1.922
H 4.918 -4.118 0.307
H 1.774 -2.549 -2.962
H -3.096 6.339 -9.569
H -9.821 -0.416 6.900
H -3.487 4.112 -10.136
H -0.835 -1.332 7.551
H 8.048 -2.196 3.092
H 5.593 10.022 -3.040
H -1.825 6.220 0.048
H -4.367 -0.482 3.259
H -3.258 -5.697 -3.753
H -1.412 7.370 -2.843
H -3.645 0.983 -3.268
H 2.437 -5.325 1.289
H -3.505 1.868 -9.654
H 1.049 7.682 1.608
H 0.049 2.900 -3.977
H 7.239 10.340 -2.602
H -4.929 -0.708 4.901
H 1.505 -2.771 5.094
H -1.984 -5.691 -1.135
H -3.990 2.661 -6.935
H -2.631 -9.445 -1.057
H 0.864 -1.411 5.197
H 3.948 -9.372 3.564

Atoms 1-2, force components in eV/Å:
-0.697 1.945 -2.792
0.141 0.320 0.390